(1)
# F2HNS

F2HNS in the gas phase in a non-equilibrium geometry (the ωB97M-V functional and the def2-TZVPD basis, the OMol25 dataset).

XYZ file:
```
5
Properties=species:S:1:pos:R:3
S 0.41119 -1.13804 0.24235
F 1.46907 -0.76893 1.42148
F -0.13496 0.73337 -1.51815
N -0.40805 0.43116 -0.18317
H -1.33724 0.74244 0.03749
```

As for the energy above the lowest of the compared OMol25 structures with the same formula, charge and spin: 214.7 kJ/mol. The calculation puts the HOMO-LUMO gap at 10.194 eV. The structure (SMILES) is FNSF. As for the lowest unoccupied orbital energy: 0.3 eV. Its spin multiplicity is 1. Its HOMO energy is -0.36401 Ha.

(2)
# C8H10F2N3NiO14S2

C8H10F2N3NiO14S2 as an isolated structure in a non-equilibrium geometry (the ωB97M-V functional and the def2-TZVPD basis, the OMol25 dataset).

XYZ file:
```
40
Properties=species:S:1:pos:R:3
Ni 0.91366 0.00149 -0.32570
S 1.29917 2.26379 2.19516
S 3.36107 1.53392 1.26852
F 3.79863 0.43742 0.18978
F -0.23250 2.33461 1.87167
O 0.01816 -0.93044 -1.86747
O 1.68197 3.61208 1.97607
O -0.65066 -0.63970 0.84350
O -3.72955 -4.74601 2.56259
O -0.73548 1.71570 -0.83195
O 2.13551 1.15504 -2.03955
O -0.61227 -3.26810 -0.41138
O -1.97427 1.60659 -2.59522
O 1.28967 1.79542 3.57438
O -3.89615 -1.99582 3.78812
O 3.94852 1.09724 2.50102
O 4.06047 0.68892 -2.87606
O 1.91006 -1.80216 -0.22850
O 3.93266 2.70809 0.64539
N -1.84450 1.52371 -1.36271
N 2.90333 1.17232 -2.97909
N 1.64133 1.20218 1.07684
C -1.38944 -1.55177 1.26114
C -2.21982 -4.03275 1.12241
C -3.09944 -2.34909 2.78985
C -2.30099 -1.35854 2.37626
C -1.35571 -3.00144 0.51230
C -2.99986 -3.73713 2.15032
C 2.53758 1.88579 -4.20092
C -3.03964 1.25878 -0.47284
H -0.90891 -0.81446 -2.15315
H -3.78368 2.01111 -0.73455
H 3.17794 2.75898 -4.32577
H 1.47580 2.12836 -4.15751
H -2.10987 -4.98092 0.61714
H 2.81998 1.20272 -5.00203
H -3.31577 0.23624 -0.73029
H -2.38036 -0.37102 2.80626
H 2.33748 -2.04426 0.61603
H -2.66427 1.29305 0.54991
```

The total charge is -2. The calculation puts the HOMO-LUMO gap (alpha / beta) at 6.408 / 4.694 eV. As for the lowest unoccupied orbital energy (alpha / beta): 4.4 / 2.9 eV. As for the expectation value of S²: 3.79. Its spin multiplicity is 4. Its HOMO energy (alpha / beta) is -0.07271 / -0.06623 Ha.

(3)
# C29H33Cl2N6O8RuS

C29H33Cl2N6O8RuS as an isolated structure (the ωB97M-V functional and the def2-TZVPD basis, the OMol25 dataset).

XYZ file:
```
80
Properties=species:S:1:pos:R:3
Ru 0.76038 0.46488 0.27014
Cl -2.57609 -0.49968 1.28257
Cl -3.42002 -5.87076 1.73670
S -0.37301 2.39583 1.03735
O 2.36213 3.59206 -2.66834
O 0.24542 2.93050 -2.52665
O -0.32135 -1.75903 -3.05065
O 0.38686 -1.86232 0.53190
O -0.23672 0.01063 -1.70241
O 2.54694 1.37770 0.89110
O 0.84790 -0.58415 2.24660
O 3.93119 1.60794 2.59256
N 2.37321 -0.03185 -1.41216
N -3.09552 -3.15583 2.82539
N -1.23991 -0.53430 -5.21287
N -0.54115 4.90400 -1.03619
N 0.47964 -0.07888 -6.72789
N 0.55536 0.73926 -4.58153
C -2.95166 -4.58160 -0.57639
C 1.26179 3.74094 -2.20118
C 0.34368 2.44073 2.68156
C 2.04114 2.31912 4.37392
C -0.56764 2.80856 3.67487
C 1.82673 -1.12417 -2.21259
C -2.70846 -2.10627 0.62870
C 2.93542 -0.14003 -4.42056
C -1.04276 -2.12076 3.76098
C 1.67870 2.17572 3.03470
C -2.94667 -3.21060 1.45450
C 0.29886 -0.96017 -2.33372
C 1.97950 1.05329 -4.59574
C -3.21238 -1.72064 4.74209
C -0.49191 -1.30638 4.74925
C 2.47844 -1.35130 -3.58865
C 0.90605 4.77282 -1.15006
C -0.07095 0.03476 -5.50656
C -2.54324 -2.23577 -0.73927
C -0.18262 2.93811 4.99573
C -3.08344 -4.44287 0.78983
C -1.27485 -0.71821 5.72566
C -2.65824 -3.46971 -1.34863
C 1.13775 2.69730 5.34894
C -2.64598 -0.93420 5.72773
C -2.42609 -2.31121 3.75626
C -0.12375 -2.72926 2.72508
C 2.81037 1.69176 2.12772
C 0.41414 -1.67461 1.77784
H 2.11601 1.78931 -3.80480
H -1.24841 -0.98641 -4.27322
H 0.73739 -3.17707 3.22833
H 1.30890 4.36934 -0.21809
H -4.28307 -1.87728 4.70607
H 3.21445 -0.24679 -0.89073
H 3.85907 0.26994 -4.00595
H 1.43834 5.69777 -1.37008
H 0.09588 -0.70940 -7.40703
H 3.36019 -1.98015 -3.45159
H -2.29448 -1.35209 -1.30931
H -0.60412 -3.50562 2.13739
H -1.59664 2.98616 3.39000
H 2.53675 0.82025 -1.93641
H -0.91451 3.21975 5.74238
H -3.50572 -3.98187 3.22831
H 0.57541 -1.12808 4.74081
H 0.05264 0.96062 -3.72587
H -0.88832 5.75998 -1.44384
H -3.05746 -5.56261 -1.01809
H -2.50023 -3.56659 -2.41291
H -0.52832 3.28205 -2.01921
H -1.72700 -1.01334 -5.95223
H 1.77112 -1.94735 -4.16638
H 1.24180 0.51444 -6.99988
H -0.81440 -0.08894 6.47565
H 2.23046 1.60400 -5.50696
H 3.19903 -0.54035 -5.40251
H -3.27341 -0.48068 6.48419
H 3.07285 2.11183 4.62077
H -0.85710 4.82286 -0.07972
H 1.95553 -2.04141 -1.63419
H 1.46020 2.79639 6.37748
```

The calculation puts the HOMO-LUMO gap (alpha / beta) at 7.082 / 6.932 eV. As for the lowest unoccupied orbital energy (alpha / beta): -0.2 / -0.6 eV. As for the expectation value of S²: 8.76. Its spin multiplicity is 6. Its HOMO energy (alpha / beta) is -0.26887 / -0.27731 Ha.

(4)
# C4H10N2

C4H10N2 in the gas phase in a non-equilibrium geometry (the ωB97M-V functional and the def2-TZVPD basis, the OMol25 dataset).

XYZ file:
```
16
Properties=species:S:1:pos:R:3
N 0.63171 -0.82319 -0.17012
N 1.66307 -2.93021 0.33264
C -0.29626 2.19744 0.30691
C -1.07860 0.88982 0.26832
C -0.51601 -0.13467 -0.72623
C 0.85705 -2.17887 -0.29292
H 2.25621 -2.37980 0.95926
H -0.16192 2.68287 -0.65804
H -0.67926 2.85292 1.07574
H 1.15086 -0.49278 0.63290
H -1.28491 -0.85583 -0.99156
H -1.06581 0.44181 1.26484
H -0.19762 0.39452 -1.62922
H 0.69265 1.91184 0.63766
H 0.16549 -2.59181 -1.03334
H -2.13666 1.01591 0.02315
```

As for the energy above the lowest of the compared OMol25 structures with the same formula, charge and spin: 69.2 kJ/mol. The calculation puts the HOMO-LUMO gap at 9.892 eV. The structure (SMILES) is [H]/N=C\NCCC. As for the lowest unoccupied orbital energy: 1.0 eV. Its spin multiplicity is 1. Its HOMO energy is -0.32559 Ha.